Here is one molecule with the formula C20H35N3O5S from the OMol25 dataset. Energies are from wB97M-V/def2-TZVPD.

The geometry in XYZ format:
```
64
Properties=species:S:1:pos:R:3:forces:R:3:mulliken_charge:R:1
H 0.3554 -1.5885 7.8983 0.001 0.001 -0.001 0.45
H 0.2714 -0.0605 3.9110 0.039 -0.005 -0.023 0.68
H 2.8245 -0.4866 0.3160 0.001 0.000 0.001 0.46
O 1.2449 -3.4599 1.9485 0.017 0.017 -0.014 -0.70
H -1.2369 -3.2954 5.6989 -0.002 0.002 0.000 0.36
O 0.3822 0.1297 -0.2353 0.002 0.000 -0.005 -0.42
H -1.4074 -1.7604 3.0638 -0.012 -0.022 -0.010 0.31
C 2.1130 -1.2956 0.4915 0.018 0.011 0.009 -1.64
H -1.1629 1.3266 -0.7315 0.002 0.002 -0.007 0.46
H 0.7451 -2.7376 6.6233 -0.002 0.003 -0.007 0.37
C -1.6243 -2.4769 5.0849 0.005 -0.006 0.007 -0.69
H 0.9618 1.3830 -3.8390 0.003 0.000 0.008 0.28
C 0.1987 -1.0174 -2.8512 -0.002 -0.017 0.004 -1.30
H 1.2438 0.9734 6.5219 0.002 -0.002 -0.003 0.41
O 1.1846 3.9479 -6.3316 -0.004 0.006 0.019 -0.66
C 0.5495 -2.1940 3.8449 -0.029 -0.034 0.003 1.60
N 1.6831 -1.2482 1.8727 0.016 -0.009 0.002 0.03
H 1.4711 -0.3484 2.2659 -0.012 -0.001 -0.004 0.32
H 1.8057 -0.5958 4.6104 0.006 0.003 0.005 0.52
C -0.9469 -2.5110 3.7190 0.018 0.028 0.036 -0.93
C 0.8006 -1.6867 6.9056 0.002 -0.002 0.012 -1.85
H -1.9007 3.1516 -7.7899 0.012 -0.003 -0.006 0.34
H -0.1667 3.5818 -4.7462 -0.004 0.002 0.006 0.32
H 1.0048 -2.9821 4.4516 0.018 0.019 0.015 0.14
H -1.4201 2.8187 -2.5707 0.005 0.001 -0.003 0.18
H 1.4327 1.5378 -6.8523 0.005 -0.009 -0.007 0.26
H 2.6130 -2.2481 0.3240 -0.005 -0.002 -0.002 0.37
H -1.0693 -3.4840 3.2437 -0.005 0.006 -0.018 0.39
H 0.2039 -1.9245 -0.2399 -0.002 0.000 0.002 0.32
C -1.3957 -1.1397 5.7845 -0.006 -0.004 -0.005 -1.22
H 0.7636 1.4535 -8.4055 0.007 -0.003 -0.001 0.26
C 1.3823 -1.2912 -1.9270 0.010 0.015 0.001 -0.71
O -2.6891 2.0122 -5.7547 0.002 -0.008 0.006 -0.62
H -1.8990 -0.3535 5.2089 0.002 0.002 0.002 0.36
C 0.9539 -1.1545 -0.4745 0.000 -0.002 0.001 0.68
H -1.5530 0.3610 -4.3872 0.000 -0.001 0.004 0.40
C -0.9957 2.2208 -3.3791 -0.138 -0.132 -0.059 0.02
N 0.6733 1.8065 -7.4626 -0.011 0.015 0.008 -0.49
H -1.5106 4.5971 -6.8357 0.008 -0.001 0.006 0.37
H -1.5276 -0.4068 -0.8196 0.003 0.002 0.004 0.43
H -2.6959 -2.6565 4.9752 0.000 0.000 -0.005 0.41
H -0.5533 -1.8050 -2.7243 -0.003 0.005 -0.002 0.36
H -0.2707 0.7703 7.4078 -0.002 -0.002 -0.002 0.46
C -1.7229 2.7466 -5.7056 -0.142 0.126 0.076 0.58
H 1.8570 -1.4190 6.9849 0.001 -0.001 -0.001 0.39
H -1.8555 -1.1423 6.7773 0.002 -0.002 0.001 0.43
C 0.3483 1.5874 -2.9579 0.032 0.131 0.058 -1.06
C 0.1982 0.6712 6.4261 -0.007 0.005 0.006 -2.11
C 0.0876 -0.7640 5.9140 0.024 -0.003 -0.007 2.16
H -2.6201 0.6883 -3.0157 0.000 0.002 0.005 0.35
H 2.1850 -0.5718 -2.1231 -0.003 -0.002 -0.005 0.28
C -1.3156 3.5296 -6.9556 -0.048 0.011 0.017 -0.90
C 0.7425 -0.8413 4.5242 -0.047 0.023 0.022 -2.09
N -0.9825 3.0010 -4.6046 0.250 -0.118 -0.090 -0.11
C 1.1932 -2.3607 2.4784 -0.038 -0.028 -0.018 -0.41
H 0.9484 2.1034 -2.2087 -0.003 0.000 0.006 0.29
O 0.5072 3.9585 -8.7376 0.007 -0.006 0.001 -0.64
S 0.3941 3.4247 -7.4150 0.015 -0.011 -0.037 1.16
H 0.5047 -1.0368 -3.9005 0.005 0.004 0.002 0.46
H -0.2954 1.3688 5.7453 0.002 -0.002 -0.001 0.40
C -0.7643 0.3566 -1.0337 -0.013 -0.010 0.009 -1.23
C -0.4295 0.3248 -2.5175 0.007 0.013 0.006 2.19
H 1.7878 -2.2912 -2.0950 -0.005 -0.005 0.002 0.42
C -1.6052 0.8032 -3.3943 -0.002 -0.003 -0.029 -1.65
```
Forces are in eV/Å.

Energy above the lowest of the compared OMol25 structures with the same formula, charge and spin ... 3.3 kcal/mol
Charge ... 0
SMILES ... CC1(C)CCC[C@@H](C(=O)NC[C@@H]2CC[C@]3(CO2)C[C@H](NC(=O)CS(N)(=O)=O)C3)C1
Maximum force ... 0.29 eV/A
LUMO level ... 0.41 eV
E_tot ... -46852.441 eV
HOMO ... -9.40 eV

=====

Here is C20H35N5 as an isolated structure in a non-equilibrium geometry from the OMol25 dataset. Energies are from wB97M-V/def2-TZVPD.

The geometry in XYZ format:
```
60
Properties=species:S:1:pos:R:3:forces:R:3:mulliken_charge:R:1
H 1.9187 0.9622 1.6671 -0.346 0.165 1.065 0.47
C 0.1702 0.3852 3.0318 0.750 1.621 1.437 -0.87
H 2.1652 -2.5781 -2.2839 0.508 -0.064 -0.072 0.39
H -0.1019 -1.1044 1.8983 1.171 -5.821 -3.197 0.98
C 0.1924 -1.9873 -1.5095 2.221 -4.925 0.996 -0.53
H -3.0305 -0.3929 -0.0777 -0.291 -0.486 -1.138 -0.59
N -3.4299 2.1714 -1.7490 -0.321 -1.012 -0.858 -0.62
H 0.6051 -0.0939 3.9090 -0.133 0.194 0.353 0.42
H -5.4856 1.5765 2.1027 -0.463 -0.028 -0.154 0.37
H 1.3408 -0.4724 -1.8800 0.144 0.894 0.472 0.76
C 0.7182 -1.7144 1.5195 1.852 -2.101 -1.249 -1.38
C 0.7741 -0.7426 -0.9890 0.629 0.101 -0.513 -0.13
H -5.5727 1.3022 0.3004 -0.066 -0.280 0.282 0.25
H -5.4653 2.9215 0.9190 -0.431 -0.062 0.189 0.35
C 2.9058 3.1492 2.5582 -0.273 0.239 -0.045 0.20
H -1.3812 -1.3581 -3.3857 0.472 0.393 -0.187 0.51
C 1.4659 -0.9322 0.4178 1.267 -0.693 -0.611 -0.57
H -1.3570 0.1420 -2.3699 -0.031 -0.031 -0.245 0.52
C 3.8661 -1.2496 -2.8851 -0.602 -1.473 0.223 -0.66
C 4.9539 -0.4528 -2.1575 -0.234 0.994 -0.732 -0.24
C 2.9210 -1.9433 -1.8215 2.889 0.023 -1.204 -0.27
H -2.8457 0.8269 2.7594 0.503 0.182 0.159 0.62
H -0.9181 -1.5548 -1.7874 -4.864 2.877 -0.739 0.60
C -3.5737 -0.3235 -1.0202 -0.709 -0.576 -0.239 0.31
C -3.5458 1.0628 -1.4432 0.695 0.923 -1.645 0.36
H -0.7575 0.9122 3.2549 0.341 0.412 0.680 0.13
H -3.1690 -2.3001 -1.9986 -0.115 0.035 0.368 0.49
H 5.4328 -1.0729 -1.3997 -0.207 0.076 0.139 0.30
C -1.5646 -0.9276 -2.4012 -2.420 1.442 -1.811 -0.79
C 6.0634 0.1329 -2.9821 0.211 0.112 -0.792 0.01
H 3.1925 -0.7335 -3.5692 0.546 0.761 -0.072 0.36
H 2.4077 -1.2270 -1.1799 2.417 -1.184 -1.604 -1.21
C -5.1550 1.8950 1.1141 -0.084 0.564 -0.024 -1.16
H -3.2909 2.8555 1.5581 0.048 -0.196 0.479 0.47
H -4.6230 -0.4726 -0.7652 -0.151 -0.604 -0.095 0.49
C -3.0252 -1.2314 -2.1577 -0.411 0.959 0.536 -0.98
H 1.4625 -1.9424 2.2824 -0.038 0.673 0.623 0.46
H 0.0319 0.0235 -0.7648 0.949 -0.807 -2.180 0.31
C 2.0387 2.2195 3.2999 0.092 0.377 0.996 -0.54
H 1.8680 -0.0030 0.8216 -1.166 -0.498 -1.035 -0.25
H -3.2770 2.0077 0.0762 -0.371 0.591 1.389 0.05
H 2.6771 1.6432 3.9695 0.115 -0.366 -0.186 0.33
H -3.6118 -0.9572 -3.0345 -0.016 -0.183 -0.173 0.39
H 1.4352 2.7925 4.0039 -0.174 0.278 -0.133 0.35
N 6.9158 0.5584 -3.6485 -1.289 -0.640 1.098 -0.42
N -0.6816 -0.0236 0.5193 -8.071 2.980 4.906 -0.79
H 0.6124 2.0285 1.7385 -0.013 0.225 -0.026 0.33
C -3.6640 1.9430 1.0931 1.971 -0.466 -0.386 -0.17
H 3.6251 -2.5274 -1.2287 -0.335 -0.481 0.277 0.63
N 3.5224 3.9149 1.9605 -0.084 -0.336 0.157 -0.43
H 4.3806 0.3644 -1.7199 0.607 0.271 0.564 0.25
H -0.1586 -0.4548 2.4199 0.354 4.914 3.975 -1.17
C 1.1955 1.3645 2.3765 -0.582 0.307 -0.382 0.26
H -3.6143 -0.1952 1.7282 -0.275 -0.017 -0.491 0.50
N -0.2217 -3.0220 -1.9117 3.085 0.363 1.649 -0.79
C -1.6824 0.2443 1.0968 1.931 0.662 -2.188 1.28
H 2.4576 -1.3473 0.2383 -0.467 -0.950 0.765 0.91
C -2.9733 0.6855 1.6862 0.094 -0.144 1.585 -1.58
H 0.4756 -2.7514 1.2872 -0.540 0.091 -0.882 0.34
H 4.3850 -1.9958 -3.4868 -0.287 -0.279 -0.077 0.39
```
Forces are in eV/Å.

Energy above the lowest of the compared OMol25 structures with the same formula, charge and spin ... 313.7 kcal/mol
Charge ... 0
Maximum force ... 9.90 eV/A
LUMO level ... 0.24 eV
E_tot ... -28743.839 eV
HOMO ... -9.30 eV

=====

Here is a 8-piece molecular cluster, C20H35N7O3 overall from the OMol25 dataset. Energies are from wB97M-V/def2-TZVPD.

The geometry in XYZ format:
```
65
Properties=species:S:1:pos:R:3:forces:R:3:mulliken_charge:R:1
H -1.5631 3.9861 2.6268 0.065 -0.028 -0.003 0.26
C -0.4097 0.7147 0.9582 -0.550 -0.649 0.297 0.31
C -0.6623 -0.3853 1.8869 0.556 0.545 0.166 -0.83
H -3.0646 -2.8121 2.0073 -0.254 0.038 -0.034 0.03
N -0.0692 -3.3360 2.7998 -0.043 -0.043 -0.150 -0.40
H 1.5125 0.5199 -2.4203 -0.113 -0.007 0.241 0.27
H -4.0251 1.3899 -1.2729 -0.173 -0.039 0.061 0.39
H 2.4987 0.3848 -0.9155 -0.032 0.304 -0.060 0.34
H 0.3040 -0.8543 2.0580 -0.146 -0.307 0.068 0.43
N -5.9489 -3.4643 3.1026 -0.379 0.030 0.151 -0.44
O 5.3659 -0.9138 -5.9853 0.270 0.043 -0.103 -0.31
H 5.4725 -1.9363 -7.8026 -0.018 0.076 -0.071 0.36
H -1.3724 -1.1006 1.4848 0.035 -0.020 -0.138 0.12
H -0.5927 -2.6299 5.8011 0.047 -0.005 0.139 0.29
H -1.4908 4.0485 0.8492 0.089 -0.136 0.114 0.00
H 6.1872 -0.2967 -7.7500 0.018 -0.070 -0.142 0.23
C 2.3633 0.0176 -1.9410 -0.004 -0.179 -0.228 -0.12
H 4.4085 -2.7181 -5.9309 -0.262 -0.019 -0.018 0.42
H -5.1787 -0.9018 3.4863 -0.087 0.083 -0.112 -0.09
H 1.1061 -2.2126 5.4682 -0.014 -0.012 0.151 0.29
H 2.1648 4.1139 -0.8065 -0.232 -0.019 -0.130 0.30
C 1.6549 4.2653 0.1428 0.648 0.184 0.313 -0.43
N -3.2401 1.4840 2.9764 -0.050 -0.064 0.077 -0.30
H 7.0105 -1.6636 -6.9631 0.005 0.000 -0.067 0.23
C 1.1148 -1.7055 -0.9785 0.168 -0.117 -0.191 -0.64
H 0.8607 -2.7497 -1.1471 -0.013 -0.026 0.107 0.29
C 0.1134 -3.1829 3.9209 0.090 -0.105 0.372 0.43
H -4.0944 1.9363 0.4187 0.062 0.002 0.116 0.16
C -3.7568 1.1465 -0.2443 0.220 -0.131 -0.529 -0.41
H -6.2199 0.4683 3.1001 0.092 0.007 -0.136 0.28
H -2.6741 1.0480 -0.2297 0.054 0.288 0.172 -0.12
C -4.8141 -3.4951 2.9579 0.169 0.094 0.003 0.14
C 0.3375 -2.9751 5.3547 -0.046 0.134 -0.475 -0.88
N -4.3109 5.1057 1.6030 -0.188 0.029 -0.028 -0.45
H 2.7765 -2.0026 -4.2227 -0.003 -0.149 0.025 0.29
H -5.6388 0.2417 4.7335 0.328 0.270 0.068 0.36
H 4.4664 -1.8966 -3.6880 -0.032 0.082 0.032 0.27
H -3.0858 -4.5164 2.3944 0.013 0.002 0.106 0.43
H -2.8161 -3.3142 3.6655 -0.217 -0.087 0.129 0.06
C -4.3111 -0.1438 0.1292 -0.295 0.054 0.066 0.33
C 3.5973 0.3131 -2.7577 0.455 0.088 -0.078 -0.80
H 4.4934 -0.1025 -2.2750 -0.083 -0.081 0.003 0.39
C 6.0373 -1.2241 -7.1968 -0.015 0.123 0.346 -0.74
C 3.7175 -1.4707 -4.3676 0.032 0.249 0.156 -0.36
H 0.6618 -3.8986 5.8241 -0.004 -0.042 0.033 0.34
H 0.2271 -1.0882 -1.1490 -0.031 0.004 0.078 0.24
H 3.7225 1.3976 -2.8119 0.000 0.006 0.210 0.27
N -0.2408 1.5241 0.1686 0.210 0.609 -0.324 -0.51
H -1.0362 0.0155 2.8278 -0.083 0.004 -0.045 0.53
C -5.3564 0.1569 3.6860 -0.498 -0.527 -0.012 -0.53
C -4.1817 0.9134 3.3069 0.223 0.222 0.101 0.30
C 4.1875 -1.6498 -5.7871 0.123 -0.157 -0.046 -0.53
C -3.3808 -3.5331 2.7617 0.609 -0.091 -0.376 -0.22
N -4.7548 -1.1592 0.4307 0.136 -0.072 0.099 -0.44
C 2.2913 5.3921 0.8289 -0.005 0.212 0.094 0.26
O 2.1388 -1.3757 -1.8874 0.004 -0.056 -0.121 -0.34
H 1.8005 3.3718 0.7461 -0.203 -0.061 -0.040 0.15
N 2.7805 6.2793 1.3723 -0.108 -0.211 -0.110 -0.39
O 3.5416 -0.0866 -4.1036 -0.252 -0.173 -0.220 -0.33
H -1.1770 5.5186 1.7786 -0.021 0.020 0.124 0.40
H 3.4206 -1.3455 -6.5117 -0.044 -0.001 0.074 0.32
C -1.7589 4.5991 1.7512 -0.185 0.039 -0.285 -0.44
H 0.5992 4.4675 0.0126 -0.065 -0.122 -0.169 0.11
H 1.4767 -1.5782 0.0491 -0.164 0.016 0.051 0.22
C -3.1859 4.8990 1.6751 0.190 -0.048 0.093 0.22
```
Forces are in eV/Å.

Energy above the lowest of the compared OMol25 structures with the same formula, charge and spin ... 46.1 kcal/mol
Charge ... 0
SMILES ... COCCOCCOC.CC#N.CC#N.CC#N.CC#N.CC#N.CC#N.CC#N
Maximum force ... 0.90 eV/A
LUMO level ... -0.06 eV
E_tot ... -37877.146 eV
HOMO ... -9.49 eV